Here is a cluster of 2 separate species, C4H14N2O in total in a non-equilibrium geometry from OMol25. Energies are from ωB97M-V/def2-TZVPD.

SMILES   CNC[C@@H](C)N.O
Kohn-Sham gap   10.01 eV
Molecular weight   106.2 u
E_tot   -9401.9526 eV

Element x y z (Å)
O1 0.0402 -0.2774 2.7935
N1 1.7314 -1.2520 0.2463
N2 -1.4313 0.0305 0.3987
C1 0.7345 -0.6312 -0.6609
C2 -0.0975 0.5179 -0.0436
C3 1.5882 -0.2116 -1.9132
C4 -2.3612 1.1578 0.1464
H1 2.0025 -1.0938 -2.4036
H2 -1.7623 -0.7443 -0.1621
H3 2.1965 0.5744 -1.5091
H4 -3.3777 0.8902 0.3641
H5 -2.0563 2.0681 0.7126
H6 1.5040 -1.0209 1.1980
H7 -0.1925 1.4173 -0.6638
H8 2.6760 -0.9962 0.0039
H9 -2.2989 1.5620 -0.8655
H10 0.1709 -1.4981 -1.0118
H11 0.8943 0.1547 -2.6815
H12 0.2869 -1.1475 3.1206
H13 0.4163 0.9110 0.8240
H14 -0.6640 -0.4108 2.1069